This record from the Open Molecules 2025 dataset describes one molecule with the formula C5H6O. The level of theory is ωB97M-V/def2-TZVPD.

ΔE to the lowest compared entry with this formula, charge and spin = 62.1 kcal/mol
Net charge = 0
2S+1 = 1
HOMO-LUMO gap = 10.98 eV
HOMO = -9.9104 eV

Last column: Mulliken charge in e.
Geometry (Å):
C  -0.788  -1.166  -2.241  0.2908
C  -0.562  -0.265  -1.473  -0.7390
C  -0.499  0.865  -0.566  -0.2227
O  0.755  1.423  -0.194  -0.4438
C  -0.002  0.774  0.817  0.2329
C  0.620  -0.456  1.421  -1.2505
H  -0.998  -1.961  -2.922  0.4277
H  -1.258  1.618  -0.779  0.3381
H  -0.478  1.455  1.526  0.3970
H  1.215  -0.986  0.673  0.3618
H  -0.135  -1.137  1.827  0.2836
H  1.282  -0.156  2.240  0.3240

---

This record from the Open Molecules 2025 dataset describes C2H20Li5O18S2 as an isolated structure. The level of theory is ωB97M-V/def2-TZVPD.

ΔE to the lowest compared entry with this formula, charge and spin = 0.0 kcal/mol
Net charge = -1
2S+1 = 1
HOMO-LUMO gap = 2.32 eV
HOMO = -2.2225 eV

Last column: Mulliken charge in e.
Geometry (Å):
Li  2.646  -1.968  1.037  0.3324
Li  -0.489  0.730  -2.352  0.8180
Li  1.253  -1.570  -1.958  0.7197
Li  0.741  2.365  1.653  0.8495
Li  2.857  0.882  -0.064  0.6604
S  1.213  3.082  -1.361  1.2041
O  2.237  2.020  -1.413  -0.6904
O  0.979  3.401  0.075  -0.8120
O  1.613  4.262  -2.104  -0.6343
O  -0.078  2.568  -1.861  -0.8626
S  0.168  -0.360  0.583  0.6106
O  -0.003  -0.409  -0.874  -0.2515
O  -1.093  -0.138  1.324  -0.1705
O  0.716  -1.655  1.056  -0.7718
O  1.191  0.644  0.920  -0.6934
O  1.016  -0.189  -3.525  -0.5765
C  0.981  0.113  -4.866  -0.6692
C  1.537  1.570  -5.314  -0.2214
O  2.655  2.060  -4.761  -0.6184
H  -0.078  0.113  -5.170  0.1951
H  1.405  -0.687  -5.491  0.2404
H  0.682  2.230  -5.084  0.1125
H  1.479  1.529  -6.418  0.2967
O  2.146  2.554  2.968  -0.4731
H  2.354  2.152  3.817  0.2281
H  2.740  3.311  2.897  0.2547
O  -1.093  -0.108  3.909  -0.7458
H  -1.036  -0.172  2.919  0.3021
H  -1.567  0.711  4.074  0.2626
O  -1.287  -3.469  0.292  -0.7421
H  -1.638  -4.057  0.967  0.3270
H  -0.708  -2.854  0.774  0.3250
O  0.241  -2.701  3.403  -0.7116
H  -0.093  -1.886  3.804  0.3960
H  0.350  -2.502  2.439  0.3899
O  0.446  -3.381  -1.928  -0.5351
H  -0.171  -3.402  -1.169  0.4513
H  0.637  -4.304  -2.110  0.2412
O  -1.299  2.707  1.598  -0.4971
H  -1.587  2.280  0.782  0.2414
H  -2.100  3.075  1.979  0.2436
O  -3.398  -2.388  3.097  -0.6605
H  -3.591  -3.273  3.418  0.2767
H  -2.443  -2.294  3.208  0.3393
O  -3.800  0.053  1.549  -0.7178
H  -3.859  -0.794  2.024  0.3627
H  -2.871  0.150  1.256  0.3741

---

This record from the Open Molecules 2025 dataset describes a 5-piece molecular cluster, C15H27F3O17P2 overall. The level of theory is ωB97M-V/def2-TZVPD.

Net charge = 0
2S+1 = 1
HOMO-LUMO gap = 10.10 eV
HOMO = -10.1191 eV

Last column: Mulliken charge in e.
Geometry (Å):
O  -2.023  -1.523  2.215  -0.5399
C  -1.263  -1.371  3.127  0.4318
O  -0.176  -0.600  3.159  0.1650
C  0.396  -0.592  4.451  -0.2298
C  -0.217  -1.867  5.007  0.0807
F  -0.359  -1.804  6.352  -0.3012
O  -1.495  -1.865  4.364  -0.3662
H  1.481  -0.637  4.563  0.3786
H  0.095  0.274  5.045  0.1067
H  0.323  -2.757  4.676  0.3533
O  1.507  -3.890  -3.168  -0.4916
C  0.808  -3.355  -2.378  0.5173
O  1.223  -2.537  -1.383  -0.3220
C  0.086  -2.173  -0.613  0.1195
C  -1.090  -2.475  -1.518  0.3035
F  -1.518  -1.384  -2.195  -0.2947
O  -0.544  -3.469  -2.353  -0.3384
H  0.045  -2.745  0.313  0.2181
H  0.010  -1.120  -0.339  -0.0853
H  -1.905  -2.898  -0.931  0.3368
O  3.619  0.197  -1.679  -0.4612
C  3.344  0.620  -0.609  0.6144
O  2.040  0.826  -0.171  -0.3266
C  2.089  1.024  1.246  0.2143
C  3.478  1.660  1.341  0.2896
F  4.086  1.518  2.555  -0.2933
O  4.182  0.868  0.383  -0.3358
H  1.276  1.708  1.489  -0.0263
H  1.976  0.090  1.801  -0.0016
H  3.483  2.725  1.093  0.3076
C  0.232  1.007  -7.976  -0.5938
O  1.308  0.449  -7.184  -0.2935
P  1.371  -1.147  -6.939  1.0028
O  2.041  -1.925  -7.998  -0.7431
O  2.054  -1.251  -5.492  -0.2335
C  1.723  -0.308  -4.491  -0.1981
O  -0.161  -1.529  -6.597  -0.2946
C  -0.560  -2.915  -6.570  -0.6677
H  0.668  1.257  -8.945  0.2266
H  0.002  1.956  -7.494  0.2354
H  -0.605  0.322  -8.064  0.3106
H  1.491  -0.823  -3.553  -0.1342
H  0.758  0.163  -4.705  0.3187
H  2.473  0.441  -4.250  0.2316
H  0.288  -3.595  -6.584  0.3486
H  -1.174  -3.033  -7.465  0.2615
H  -1.187  -3.081  -5.698  0.2092
C  -0.951  4.243  5.063  -0.5722
O  -2.246  3.775  4.716  -0.3625
P  -2.594  2.319  4.177  0.6740
O  -3.956  2.262  3.670  -0.7077
O  -1.378  2.022  3.138  0.1635
C  -1.723  1.976  1.763  -0.7043
O  -2.242  1.298  5.365  -0.1049
C  -3.154  1.166  6.452  -0.8403
H  -0.819  5.221  4.604  0.2583
H  -0.130  3.593  4.760  0.2286
H  -0.905  4.359  6.147  0.2700
H  -1.232  2.804  1.243  0.3163
H  -2.792  2.030  1.559  0.4449
H  -1.383  1.077  1.241  0.0236
H  -3.659  0.201  6.471  0.2588
H  -3.926  1.937  6.415  0.3551
H  -2.591  1.285  7.378  0.2887